[1]
Computed, not measured: a 2-piece molecular cluster, C4H12 overall at a distorted geometry, with ωB97M-V/def2-TZVPD.

XYZ file:
```
16
Properties=species:S:1:pos:R:3:nbo_charge:R:1
C -1.73706 -0.71447 -1.08024 -0.611
C -2.39577 -0.77062 0.29387 -0.628
H -1.98606 -1.55899 -1.72376 0.232
H -1.99220 0.17638 -1.64575 0.220
H -0.65373 -0.81450 -0.99507 0.163
H -1.73518 -0.94135 1.14187 0.195
H -2.86971 0.17627 0.56303 0.216
H -3.21740 -1.48438 0.26811 0.236
C 1.37919 0.46358 0.46610 -0.527
C 2.74176 1.00856 0.18806 -0.558
H 1.24100 -0.63665 0.43873 0.343
H 1.40362 0.57617 1.60355 0.400
H 0.57488 0.86020 -0.14402 0.289
H 3.47921 0.23277 0.43636 0.330
H 3.03007 1.83251 0.92622 0.374
H 2.73738 1.59452 -0.73705 0.326
```

Summary:
Relative energy (zero: lowest compared OMol25 entry of this formula, charge and spin) in kcal per mole: 12.9
2S+1: 2
E_HOMO (alpha / beta) in eV: -14.94 / -14.93
LUMO level (alpha / beta) in eV: -3.65 / -11.16
Charge: +1



[2]
Computed, not measured: C4H12BFGaO4 as an isolated structure at a distorted geometry, with ωB97M-V/def2-TZVPD.

XYZ file:
```
23
Properties=species:S:1:pos:R:3:lowdin_charge:R:1
C 3.10315 -0.73021 0.18701 -0.085
B 1.79150 0.06312 0.61621 -0.446
O 1.97854 0.95143 1.69762 0.004
Ga -0.06959 -0.17560 -0.37203 0.484
O 0.25404 -0.02514 -2.25267 -0.300
C -1.30384 1.38711 0.14713 -0.231
C -1.42316 2.30273 -1.02476 -0.309
F -2.37363 3.33039 -0.77922 -0.127
C -0.85227 -2.07149 -0.09973 -0.257
O -1.50946 -2.34763 1.13962 -0.251
O -2.54050 -1.38952 1.33268 -0.079
H 3.11388 -0.95520 -0.86879 0.034
H 3.18153 -1.64910 0.75490 0.048
H 3.98334 -0.12904 0.41527 0.042
H 1.41855 0.69706 2.44162 0.074
H 0.22287 -0.92178 -2.60841 -0.037
H -2.29855 1.10129 0.46240 0.036
H -0.82139 1.94633 0.94437 0.038
H -0.48847 2.81890 -1.20005 0.101
H -1.72580 1.75015 -1.90191 0.088
H -0.01214 -2.75563 -0.09173 0.048
H -1.46875 -2.38728 -0.94260 0.045
H -2.15985 -0.81087 2.00306 0.078
```

Summary:
E_HOMO in eV: -3.85
LUMO level in eV: 3.19
Charge: -1



[3]
Computed, not measured: a single C4H12Cl2N2Si2 molecule at a distorted geometry, with ωB97M-V/def2-TZVPD.

XYZ file:
```
22
Properties=species:S:1:pos:R:3:nbo_charge:R:1
C -2.40124 0.42033 1.53969 -0.590
C -1.62380 -0.81519 1.11977 -0.405
C -1.61725 -1.00978 -0.35034 -0.398
C -0.90972 0.13745 -1.15269 -0.206
N 3.03312 0.31456 -0.29837 -1.466
N 0.51640 0.22830 -0.94994 -1.259
Si 3.19000 1.87997 -0.75496 1.678
Si 1.63174 -0.93992 -0.70587 1.618
Cl 4.24747 2.94018 0.49358 -0.329
Cl 1.90615 -2.13628 1.02527 -0.454
H -3.38843 0.41296 0.94185 0.187
H -2.62565 0.39615 2.59829 0.204
H -1.89690 1.26485 1.34575 0.198
H -0.57838 -0.84075 1.46948 0.209
H -2.15021 -1.62399 1.41976 0.194
H -1.17536 -1.94029 -0.59118 0.194
H -2.62252 -0.75822 -0.69053 0.197
H -1.53879 1.06736 -0.92402 0.160
H -1.02702 0.11534 -2.23520 0.169
H 3.72116 -0.10125 0.35727 0.442
H 2.91667 2.73288 -1.94122 -0.122
H 2.39257 -1.74467 -1.71642 -0.221
```

Summary:
Relative energy (zero: lowest compared OMol25 entry of this formula, charge and spin) in kcal per mole: 86.9
E_HOMO in eV: -7.60
LUMO level in eV: -1.03



[4]
Computed, not measured: C4H12Cl2N3O7Sn as an isolated structure at a distorted geometry, with ωB97M-V/def2-TZVPD.

XYZ file:
```
29
Properties=species:S:1:pos:R:3:nbo_charge:R:1
Sn 2.68427 0.61360 -2.62367 0.868
O 1.15869 -0.77541 -0.53160 -1.303
H 0.41112 -1.01581 0.04967 0.424
C 2.44773 0.86317 2.22187 -0.486
N 3.42337 0.08090 1.36066 0.555
O 4.00183 0.71114 0.51462 -0.425
O 3.64916 -1.11171 1.58855 -0.340
H 1.53691 1.08241 1.66470 0.243
H 2.83656 1.85774 2.44037 0.229
H 2.28042 0.32100 3.15255 0.231
C -1.55524 -0.92800 1.88328 -0.501
N -1.31621 -2.24836 1.17936 0.537
O -0.28892 -2.80160 1.33153 -0.329
O -2.14401 -2.65619 0.38717 -0.417
H -2.45870 -0.87897 2.49111 0.243
H -1.57540 -0.24710 1.03236 0.235
H -0.66850 -0.60738 2.43009 0.231
C -1.53486 -1.31573 -2.64999 -0.499
N -1.49117 -0.15539 -3.54923 0.537
O -2.56224 0.33268 -3.85958 -0.361
O -0.44071 0.45632 -3.68263 -0.426
H -2.19007 -1.05597 -1.81854 0.254
H -0.51251 -1.60918 -2.41170 0.266
H -2.07463 -2.15158 -3.09508 0.236
C -0.60143 2.63215 0.02528 -0.403
Cl -1.00136 3.19266 1.68918 -0.060
Cl -2.03289 2.32641 -0.94523 0.000
H 0.04859 3.37360 -0.43928 0.222
H -0.02967 1.71460 0.16417 0.239
```

Summary:
Relative energy (zero: lowest compared OMol25 entry of this formula, charge and spin) in kcal per mole: 0.5
2S+1: 2
E_HOMO (alpha / beta) in eV: -7.91 / -8.42
LUMO level (alpha / beta) in eV: -1.82 / -1.69



Number 1: calculated total energy -4330.6746 eV. Number 2: calculated total energy -68301.5900 eV. Number 3: calculated total energy -48123.7046 eV. Number 4: calculated total energy -54009.2270 eV.